No. 1
The following is a quantum chemistry calculation of C23H27Br21F12O8 as an isolated structure, from OMol25.

```
91
Properties=species:S:1:pos:R:3
C -5.86727 0.49326 4.07059
Br -6.22974 -1.42726 4.01459
Br -6.38638 1.16127 5.84908
Br -6.80746 1.50909 2.57621
H -4.78988 0.62655 3.97274
C -1.03105 4.50115 2.43609
Br -0.98411 4.84338 0.46535
Br -2.47887 5.69217 3.20525
Br 0.73808 4.57827 3.29557
H -1.39358 3.49482 2.64578
C -6.00778 2.42530 -7.51955
Br -5.88668 2.18955 -9.46052
Br -7.72484 3.17441 -6.94271
Br -4.43664 3.47337 -6.81674
H -5.95623 1.43466 -7.06780
C 8.31771 3.80540 3.24088
Br 7.44871 2.03150 2.82958
Br 8.27389 4.89743 1.55691
Br 10.21208 3.58457 4.02417
H 7.72928 4.44241 3.90124
C 5.15576 -7.95712 -2.72797
Br 3.21487 -7.60876 -2.42845
Br 5.90697 -6.32310 -3.60246
Br 5.51350 -9.67174 -3.67482
H 5.63139 -7.95502 -1.74722
C -2.02760 -7.48992 3.71464
Br -0.61105 -8.78552 4.02299
Br -2.70649 -7.60196 1.85243
Br -1.66786 -5.60476 4.34608
H -2.77988 -7.87245 4.40444
C 2.75469 5.86766 -6.09438
Br 4.59604 6.30961 -6.72562
Br 2.70012 4.22013 -4.89348
Br 1.71566 5.65362 -7.75785
H 2.46896 6.69624 -5.44637
C -10.97901 -3.32891 -1.97567
C -10.53446 -2.87637 -3.34143
O -11.63756 -2.48668 -4.06600
C -11.55472 -2.09746 -5.35119
O -10.48017 -2.05042 -6.03165
C -12.88648 -1.53438 -5.88071
F -13.39569 -2.00904 -7.03013
F -13.83123 -1.75271 -4.92806
F -12.64770 -0.18794 -6.04779
H -11.37812 -2.51681 -1.36799
H -10.14455 -3.81263 -1.46792
H -11.71874 -4.11970 -2.10039
H -9.90646 -3.66654 -3.75294
H -9.93747 -1.99492 -3.10747
C 1.73848 -2.25457 0.06433
C 1.32792 -1.16825 -1.02086
O 0.12964 -1.45888 -1.55582
C -1.01850 -1.25099 -0.95588
O -1.14046 -0.76361 0.18631
C -2.29730 -1.71616 -1.68743
F -2.37286 -3.03688 -1.66353
F -3.42134 -1.20060 -1.18628
F -2.21944 -1.35929 -2.95629
H 2.02789 -3.12188 -0.52907
H 0.96614 -2.54188 0.77779
H 2.59233 -2.01217 0.69701
H 2.07610 -1.26412 -1.80770
H 1.22257 -0.14975 -0.64716
C 0.54892 3.82082 11.12659
C 0.08459 4.06598 9.69232
O 0.82096 3.10669 8.92305
C 0.33647 1.80682 8.75151
O -0.76577 1.42251 9.18017
C 1.37731 0.86417 7.97277
F 0.93974 0.58909 6.71080
F 2.58084 1.41330 7.89965
F 1.44937 -0.32225 8.60322
H 0.48341 4.62730 11.85692
H 1.56788 3.43375 11.12955
H -0.16209 3.05752 11.44270
H 0.55338 4.99670 9.37278
H -0.99126 4.08876 9.51880
C 12.47390 0.52400 -2.54607
C 11.09607 1.09881 -2.19549
O 10.21147 0.54573 -3.09032
C 9.34604 1.31453 -3.74434
O 9.07168 2.51487 -3.59186
C 8.54227 0.61850 -4.95152
F 9.10641 -0.56931 -5.23005
F 7.31345 0.37862 -4.52187
F 8.51609 1.39670 -5.98553
H 13.22482 1.19064 -2.12204
H 12.67129 0.34174 -3.60244
H 12.57665 -0.40653 -1.98782
H 11.06361 2.18829 -2.20509
H 10.77941 0.81761 -1.19112
```

total energy	-1544165.1547	eV
orbital gap	9.37	eV
spin multiplicity	1
HOMO	-10.26	eV
lowest unoccupied orbital energy	-0.89	eV
maximum force	5.50	eV/Å

---

No. 2
The following is a quantum chemistry calculation of an isolated ion of composition C4H5O3S and charge -1, from OMol25.

```
13
Properties=species:S:1:pos:R:3
C 0.89821 1.87358 0.35074
C 3.95108 -0.70648 0.08953
C 0.02118 -0.51810 -0.08908
C -0.26358 0.96843 0.13724
O 4.06834 -1.72776 -0.54170
O 4.43551 -0.21584 1.07931
O 2.89201 0.17451 -0.57700
S 2.44782 1.58907 0.08634
H -0.89998 -1.06084 -0.30991
H 0.47703 -0.95426 0.79995
H 0.71316 -0.65185 -0.91540
H -0.80818 1.36808 -0.72580
H -0.93657 1.07931 0.99985
```

total energy	-21206.6719	eV
orbital gap	8.36	eV
spin multiplicity	1
net charge	-1
HOMO	-4.70	eV
lowest unoccupied orbital energy	3.66	eV
maximum force	1.39	eV/Å
energy relative to the best compared isomer or geometry (same formula, charge and spin)	163.0	kJ/mol

---

No. 3
The following is a quantum chemistry calculation of a 8-piece molecular cluster, C11H38O9 overall, from OMol25.

```
58
Properties=species:S:1:pos:R:3
C -17.37440 14.76331 -26.14306
O -17.08917 15.37550 -24.92700
H -16.50341 14.15458 -26.38579
H -18.16123 14.01459 -26.05129
H -17.61831 15.53180 -26.87657
H -17.47978 16.25244 -24.92826
C -12.85971 4.05994 -20.90574
O -14.09235 3.57348 -21.42894
H -12.13082 4.18329 -21.70674
H -12.96798 5.00112 -20.36672
H -12.44426 3.28743 -20.25864
H -13.87407 2.79144 -21.94115
C -8.42586 7.12126 -26.95513
O -8.97555 8.42950 -26.71370
H -8.49561 6.85853 -28.01069
H -7.37735 7.15903 -26.65967
H -8.90619 6.32100 -26.39213
H -9.91456 8.38031 -26.90719
C -11.16099 14.02768 -23.06183
O -12.30348 14.30596 -22.26288
H -10.31251 14.66241 -22.80632
H -10.94980 12.95880 -23.09342
H -11.48623 14.12834 -24.09730
H -13.03206 14.57157 -22.82877
C -15.60862 10.92983 -18.62228
O -14.26651 11.29333 -18.41397
H -15.60925 10.09036 -19.31755
H -16.03308 10.51777 -17.70678
H -16.18627 11.81271 -18.89599
H -14.05668 11.85557 -19.16328
C -20.04732 7.81292 -29.39776
O -18.76424 7.33890 -29.81525
H -20.30373 7.34330 -28.44812
H -19.86044 8.86770 -29.19622
H -20.91566 7.74191 -30.05276
H -18.88704 6.87459 -30.64647
C -14.73719 8.12274 -25.04626
O -14.42930 8.64200 -26.36418
H -14.97136 7.06794 -25.19004
H -13.91738 8.26396 -24.34194
H -15.59752 8.68305 -24.68022
H -15.16399 8.45160 -26.95204
C -21.28390 5.40972 -20.60348
O -21.59935 6.62886 -21.08951
C -20.59235 7.22002 -21.84456
C -21.11244 8.59605 -22.16649
O -21.10545 9.47438 -21.05885
C -21.89703 10.64813 -21.27298
H -21.22070 4.59617 -21.32615
H -21.97572 5.12947 -19.80916
H -20.33347 5.37709 -20.07084
H -20.34086 6.74894 -22.79479
H -19.67850 7.25731 -21.25161
H -22.11110 8.53611 -22.59913
H -20.52895 8.97936 -23.00358
H -21.84207 11.19159 -20.32972
H -22.96022 10.43186 -21.37764
H -21.54543 11.29381 -22.07770
```

SMILES	COCCOC.CO.CO.CO.CO.CO.CO.CO
total energy	-30444.7361	eV
orbital gap	9.95	eV
spin multiplicity	1
HOMO	-9.72	eV
lowest unoccupied orbital energy	0.23	eV
maximum force	2.69	eV/Å
energy relative to the best compared isomer or geometry (same formula, charge and spin)	473.4	kJ/mol

---

No. 4
The following is a quantum chemistry calculation of a 2-piece molecular cluster, C5H5NO2S overall, from OMol25.

```
14
Properties=species:S:1:pos:R:3
C 0.86040 -0.92590 0.59517
C 1.64282 -0.29550 1.45055
C 0.57656 0.33417 -1.28187
C -2.10527 0.22628 0.20028
C -2.36916 -0.19274 -1.00189
N 0.31157 1.37737 -1.73921
O -1.79104 0.61448 1.28336
O 0.87099 -0.81803 -0.77278
S 2.58935 1.12096 1.14172
H 0.37708 -1.80730 0.94234
H 1.41168 -0.28597 2.45962
H -3.41278 -0.05370 -1.31352
H -1.58986 -0.31774 -1.66082
H 2.62766 1.02362 -0.30296
```

total energy	-21678.7696	eV
orbital gap (alpha / beta)	6.38 / 6.69	eV
spin multiplicity	3
HOMO (alpha / beta)	-5.84 / -9.08	eV
lowest unoccupied orbital energy (alpha / beta)	0.54 / -2.39	eV
maximum force	4.04	eV/Å
energy relative to the best compared isomer or geometry (same formula, charge and spin)	210.3	kJ/mol

---

No. 5
The following is a quantum chemistry calculation of a 13-piece molecular cluster, C29H84O13 overall, from OMol25.

```
126
Properties=species:S:1:pos:R:3
C 7.24575 -7.30203 17.02125
C 7.58092 -6.04406 17.83975
O 8.83446 -5.45611 17.52236
H 6.66120 -7.04908 16.13670
H 6.60845 -7.97687 17.59269
H 8.09797 -7.95980 16.85050
H 7.70552 -6.38889 18.86624
H 6.75738 -5.34251 17.70668
H 9.01711 -4.84480 18.23967
C 3.49139 -4.65327 20.25761
C 4.29296 -5.33197 21.37948
O 3.34398 -6.16155 22.01761
H 4.23084 -4.12258 19.65786
H 2.79305 -3.91884 20.65889
H 2.93335 -5.26599 19.54962
H 4.59869 -4.59004 22.11716
H 5.06266 -6.02945 21.04905
H 3.24123 -5.88861 22.93224
C 8.61931 3.31617 12.98271
C 8.33404 1.96414 13.73337
O 8.46230 2.26756 15.10968
H 9.59329 3.71970 13.25953
H 7.84469 4.04658 13.21628
H 8.61729 3.26326 11.89400
H 9.06557 1.24817 13.35873
H 7.37337 1.46385 13.61124
H 7.67140 2.75685 15.34775
C 0.87723 -1.61270 19.13748
C 0.83129 -0.41044 20.09448
O 0.33564 0.72822 19.46024
H 1.65822 -1.55155 18.37958
H -0.07979 -1.74459 18.63267
H 0.98631 -2.50731 19.75057
H 1.86907 -0.23045 20.37502
H 0.19091 -0.51290 20.97056
H -0.58891 0.61368 19.22854
C 1.55520 -0.73932 14.43197
C 0.62495 -0.09800 15.55120
O -0.63402 0.12242 14.95391
H 2.46323 -1.07980 14.92962
H 1.77090 -0.05271 13.61336
H 1.09502 -1.62186 13.98761
H 1.00846 0.84631 15.93759
H 0.54772 -0.82765 16.35726
H -1.05692 0.82123 15.45830
C 9.19637 -2.28657 12.86535
C 10.60006 -2.63773 13.29481
O 11.20648 -1.37874 13.61365
H 8.57066 -1.93285 13.68479
H 8.81214 -3.17690 12.36758
H 9.00843 -1.46940 12.16892
H 11.17665 -3.24033 12.59302
H 10.55752 -3.23412 14.20619
H 10.78428 -1.02787 14.40120
C 4.59834 2.44494 16.35004
C 5.34769 3.82471 16.52413
O 6.40724 3.93418 15.60945
H 5.40655 1.71406 16.32346
H 3.98783 2.40810 15.44782
H 3.94711 2.28053 17.20851
H 5.72120 3.96636 17.53829
H 4.58282 4.60038 16.48664
H 6.70132 4.84534 15.67957
C 6.94322 -3.77129 20.82437
C 8.17523 -3.01011 20.30948
O 9.11159 -3.83990 19.72296
H 7.17499 -4.62591 21.45999
H 6.30511 -4.15000 20.02593
H 6.26184 -3.13927 21.39389
H 8.57127 -2.43670 21.14760
H 7.82984 -2.29554 19.56236
H 9.70572 -4.05389 20.44602
C 10.24923 -0.25800 17.88261
C 10.91740 0.09468 16.56607
O 9.89518 -0.06215 15.62212
H 11.04375 -0.10069 18.61206
H 9.91381 -1.28015 18.05812
H 9.42961 0.39987 18.17160
H 11.83926 -0.38703 16.24013
H 11.24921 1.12830 16.66420
H 9.51824 0.80494 15.45572
C 6.15400 -3.47920 12.11209
C 5.96042 -3.19043 10.68935
O 5.63117 -4.35884 9.90655
H 5.19507 -3.83407 12.48974
H 6.44011 -2.68526 12.80195
H 6.84184 -4.32459 12.12951
H 6.89286 -2.78126 10.30046
H 5.10622 -2.51335 10.68843
H 6.44696 -4.83293 9.72959
C 6.64114 1.72480 19.29133
C 7.85702 2.25832 19.96727
C 7.91571 3.77059 19.65708
O 7.65613 2.04733 21.35196
H 6.38551 0.75355 19.71494
H 6.85041 1.68815 18.22224
H 5.78218 2.39502 19.32434
H 8.67772 1.69218 19.52676
H 8.15418 4.08291 18.64037
H 8.57149 4.17644 20.42736
H 6.97597 4.32200 19.68756
H 8.32982 2.49856 21.86591
C 1.57278 -5.46497 16.68197
C 2.84218 -5.41800 15.75972
C 2.68282 -4.31582 14.70654
O 3.93484 -4.92493 16.48109
H 1.48192 -4.52234 17.22168
H 1.49157 -6.30712 17.36921
H 0.63045 -5.53048 16.13806
H 3.05596 -6.38779 15.31037
H 1.92301 -4.57119 13.96790
H 3.62371 -4.13562 14.18658
H 2.40434 -3.39514 15.21927
H 3.86739 -5.34587 17.34124
C 6.88273 -0.83806 16.06767
C 5.99601 -1.94516 16.69872
C 4.87963 -1.43294 17.55114
O 5.61301 -2.78786 15.57923
H 6.41417 -0.51681 15.13742
H 7.82910 -1.34638 15.88302
H 6.98010 -0.03404 16.79716
H 6.66119 -2.54564 17.31925
H 4.09642 -2.15732 17.77464
H 4.44371 -0.60026 16.99912
H 5.33359 -1.12682 18.49364
H 5.20793 -3.59151 15.91338
```

total energy	-58047.6060	eV
orbital gap	9.34	eV
spin multiplicity	1
HOMO	-9.04	eV
lowest unoccupied orbital energy	0.30	eV
maximum force	2.54	eV/Å
energy relative to the best compared isomer or geometry (same formula, charge and spin)	358.8	kJ/mol

---

No. 6
The following is a quantum chemistry calculation of one molecule with the formula C8H7NO3S, from OMol25.

```
20
Properties=species:S:1:pos:R:3
C 1.59179 -1.90416 0.40869
C 1.53675 -2.07830 -0.94936
C 0.78699 -0.85369 1.00802
C 0.60262 -1.43788 -1.81444
C -0.30367 -0.25711 0.29023
C -0.25926 -0.50681 -1.13986
C -1.28694 0.64154 0.86265
C -0.73372 1.51369 1.76304
N -1.19573 0.20977 -1.86157
O -0.27645 2.38924 -1.03717
O -2.75379 2.22735 -1.19950
O 0.54988 1.97301 1.79725
S -1.48622 1.62248 -1.12420
H 2.35302 -2.47592 0.98574
H 2.20769 -2.77534 -1.47176
H 0.80656 -0.75191 2.09560
H 0.49657 -1.70496 -2.89941
H -2.28042 0.30627 0.78058
H -1.24595 2.04461 2.58420
H 0.89030 1.81813 0.92129
```

total energy	-26873.4378	eV
orbital gap (alpha / beta)	6.72 / 6.72	eV
spin multiplicity	1
HOMO (alpha / beta)	-8.19 / -8.19	eV
lowest unoccupied orbital energy (alpha / beta)	-1.47 / -1.47	eV
maximum force	5.40	eV/Å
energy relative to the best compared isomer or geometry (same formula, charge and spin)	234.5	kJ/mol

---

What is the formula in the fourth record?
C5H5NO2S

---

The highest total energy belongs to which entry?
C4H5O3S